Record 1
The following is a DFT calculation (ωB97M-V/def2-TZVPD) of C5H13NO2 in the gas phase at a distorted geometry.

Structure (SMILES): N[C@@H](CO)CCCO
DFT total energy, Ha: -403.4723
Charge: 0
F_max, eV Å⁻¹: 4.0
Gap between HOMO and LUMO, eV: 10.080
ΔE to the lowest compared entry with this formula, charge and spin, kJ/mol: 273.8

Geometry as XYZ:
```
21
C5H13NO2 (ωB97M-V/def2-TZVPD)
C 1.03 1.06 1.17
O 0.33 0.38 2.19
C 1.45 0.13 -0.04
C 0.29 -0.27 -0.90
C -0.96 -0.98 -0.15
C -2.32 -0.71 -0.80
O -3.35 -0.10 -0.01
N 2.58 0.64 -0.82
H 0.42 1.93 0.89
H 1.96 1.24 1.73
H 0.63 -0.51 2.46
H 1.75 -0.79 0.53
H 0.40 -1.05 -1.64
H -0.19 0.53 -1.58
H -1.03 -0.52 0.86
H -0.84 -2.01 0.16
H -2.75 -1.68 -1.05
H -2.32 -0.15 -1.75
H -2.88 0.61 0.53
H 3.37 0.92 -0.25
H 2.45 1.31 -1.53
```

=====

Record 2
The following is a DFT calculation (ωB97M-V/def2-TZVPD) of a 2-piece molecular cluster, C5H13NO2 overall at a distorted geometry.

Structure (SMILES): C[C@H](O)ON.C=CC
DFT total energy, Ha: -403.4312
Charge: 0
F_max, eV Å⁻¹: 3.1
Gap between HOMO and LUMO, eV: 10.735
ΔE to the lowest compared entry with this formula, charge and spin, kJ/mol: 381.7

Geometry as XYZ:
```
21
C5H13NO2 (ωB97M-V/def2-TZVPD)
C -1.70 0.88 -0.47
C 2.04 0.00 0.74
C -2.38 -0.21 -0.14
C -1.42 1.32 -1.87
C 1.46 -0.44 2.07
N 0.68 -1.84 -0.25
O 1.15 -0.51 -0.41
O 1.90 1.32 0.44
H 0.99 1.20 -0.07
H -1.24 1.48 0.30
H 3.07 -0.33 0.57
H -0.33 -1.79 -0.30
H 1.02 -2.35 -1.07
H -2.71 -0.92 -0.89
H -2.50 -0.52 0.88
H -0.34 1.30 -2.07
H -1.90 0.66 -2.60
H -1.76 2.34 -2.03
H 1.52 -1.52 2.16
H 2.02 0.06 2.87
H 0.42 -0.14 2.14
```

=====

Record 3
The following is a DFT calculation (ωB97M-V/def2-TZVPD) of a 2-piece molecular cluster, C5H13NO2 overall at a distorted geometry.

Structure (SMILES): CC(=O)NC(C)C.O
DFT total energy, Ha: -403.5362
Charge: 0
F_max, eV Å⁻¹: 2.5
Gap between HOMO and LUMO, eV: 10.197
ΔE to the lowest compared entry with this formula, charge and spin, kJ/mol: 106.0

Geometry as XYZ:
```
21
C5H13NO2 (ωB97M-V/def2-TZVPD)
C 1.00 -0.71 2.48
C 0.03 0.19 1.70
N -0.46 -0.42 0.57
C -1.84 -0.27 -1.44
C -1.15 0.53 -0.35
C -0.24 1.64 -0.88
O -0.40 1.24 2.11
H 1.91 -0.14 2.69
H 0.60 -0.93 3.47
H 1.23 -1.61 1.91
H -0.33 -1.39 0.33
H -2.16 -1.27 -1.22
H -2.65 0.35 -1.83
H -1.15 -0.55 -2.26
H -1.99 0.94 0.26
H 0.27 2.03 0.00
H -0.78 2.56 -1.07
H 0.58 1.26 -1.48
H 1.95 -1.13 -2.21
H 2.77 -1.34 -0.94
O 2.82 -0.97 -1.84
```

=====

Record 4
The following is a DFT calculation (ωB97M-V/def2-TZVPD) of a 2-piece molecular cluster, C5H13NO2 overall at a distorted geometry.

Structure (SMILES): N[C@H](O)CO.C=CC
DFT total energy, Ha: -403.5022
Charge: 0
F_max, eV Å⁻¹: 1.2
Gap between HOMO and LUMO, eV: 10.175
ΔE to the lowest compared entry with this formula, charge and spin, kJ/mol: 195.2

Geometry as XYZ:
```
21
C5H13NO2 (ωB97M-V/def2-TZVPD)
C -2.01 0.17 -0.55
C -2.04 0.35 0.77
C -1.69 1.25 -1.53
H -2.42 -0.74 -0.97
H 0.15 -1.24 -1.01
H 0.13 -0.08 0.98
H -1.80 1.31 1.21
H -0.78 0.98 -2.08
H -1.49 2.19 -1.04
H -2.50 1.38 -2.25
H -2.42 -0.40 1.44
C 1.09 -0.62 0.79
N 2.18 0.25 1.17
C 1.17 -0.90 -0.70
O 1.08 -1.87 1.46
O 1.46 0.24 -1.45
H 0.78 -1.74 2.37
H 2.01 0.81 -0.91
H 3.07 -0.24 1.07
H 2.09 0.57 2.12
H 1.93 -1.68 -0.88
```

=====

Record 5
The following is a DFT calculation (ωB97M-V/def2-TZVPD) of a 2-piece molecular cluster, C5H13NO2 overall at a distorted geometry.

Structure (SMILES): N/C=C/CCCO.O
DFT total energy, Ha: -403.4604
Charge: 0
F_max, eV Å⁻¹: 4.7
Gap between HOMO and LUMO, eV: 8.437
ΔE to the lowest compared entry with this formula, charge and spin, kJ/mol: 305.2

Geometry as XYZ:
```
21
C5H13NO2 (ωB97M-V/def2-TZVPD)
C -2.34 0.64 1.26
O -3.49 -0.14 1.60
C -1.80 0.20 -0.10
C -1.03 -1.13 -0.12
C 0.38 -0.89 0.38
C 1.16 0.17 0.14
N 2.42 0.19 0.72
H -1.69 0.22 2.08
H -2.61 1.71 1.30
H -3.73 -0.91 1.07
H -2.64 0.44 -0.82
H -1.18 1.15 -0.29
H -1.09 -1.55 -1.15
H -1.71 -1.60 0.61
H 0.75 -1.74 0.96
H 0.88 0.90 -0.61
H 2.74 -0.53 1.34
H 3.06 0.96 0.76
H 4.03 1.27 -3.46
H 4.33 0.09 -2.63
O 3.57 0.54 -3.03
```

=====

Record 6
The following is a DFT calculation (ωB97M-V/def2-TZVPD) of C5H13NO2 in the gas phase at a distorted geometry.

Structure (SMILES): COC[C@@H](O)[C@H](C)N
DFT total energy, Ha: -403.5004
Charge: 0
F_max, eV Å⁻¹: 1.3
Gap between HOMO and LUMO, eV: 10.131
ΔE to the lowest compared entry with this formula, charge and spin, kJ/mol: 200.1

Geometry as XYZ:
```
21
C5H13NO2 (ωB97M-V/def2-TZVPD)
C 0.46 0.64 -1.43
C 1.37 -0.34 -2.17
C -0.59 -0.19 -0.64
N 1.29 1.55 -0.67
C -0.95 0.28 0.76
O -1.71 -0.37 -1.49
H -2.26 -1.08 -1.13
H -0.10 1.23 -2.17
H 1.75 1.06 0.09
H 0.75 2.31 -0.29
H 1.95 -0.93 -1.45
H 2.07 0.20 -2.80
H 0.78 -1.02 -2.78
H -2.04 0.30 0.91
H -0.52 1.25 1.04
C -0.43 -0.73 2.98
O -0.35 -0.79 1.57
H -0.13 -1.18 -0.39
H -1.31 -0.16 3.31
H -0.51 -1.75 3.34
H 0.48 -0.27 3.40
```

=====

Record 7
The following is a DFT calculation (ωB97M-V/def2-TZVPD) of a 2-piece molecular cluster, C5H13NO2 overall at a distorted geometry.

Structure (SMILES): CCCNC(C)=O.O
DFT total energy, Ha: -403.5423
Charge: 0
F_max, eV Å⁻¹: 1.8
Gap between HOMO and LUMO, eV: 10.565
ΔE to the lowest compared entry with this formula, charge and spin, kJ/mol: 90.1

Geometry as XYZ:
```
21
C5H13NO2 (ωB97M-V/def2-TZVPD)
C -2.29 0.06 -0.37
C -0.91 0.65 -0.39
N 0.19 -0.16 -0.27
C 0.10 -1.51 0.29
C 1.48 -2.09 0.56
C 2.07 -2.81 -0.68
O -0.77 1.84 -0.64
H -2.86 0.20 -1.29
H -2.91 0.52 0.40
H -2.37 -1.02 -0.24
H 0.95 0.10 -0.89
H -0.41 -2.12 -0.46
H -0.51 -1.51 1.19
H 1.54 -2.75 1.42
H 2.11 -1.21 0.72
H 1.76 -2.44 -1.66
H 3.16 -2.79 -0.64
H 1.67 -3.82 -0.70
H -0.89 3.42 1.07
H 0.58 3.22 0.92
O -0.06 3.82 1.34
```

=====

Record 8
The following is a DFT calculation (ωB97M-V/def2-TZVPD) of a 2-piece molecular cluster, C5H13NO2 overall at a distorted geometry.

Structure (SMILES): CCN(C=O)CC.O
DFT total energy, Ha: -403.4533
Charge: 0
F_max, eV Å⁻¹: 4.1
Gap between HOMO and LUMO, eV: 9.618
ΔE to the lowest compared entry with this formula, charge and spin, kJ/mol: 323.8

Geometry as XYZ:
```
21
C5H13NO2 (ωB97M-V/def2-TZVPD)
C -0.65 -0.34 -1.17
N -0.15 0.82 -0.50
C -0.81 2.01 -1.11
C -0.44 2.29 -2.60
C 1.28 0.69 -0.26
C 1.37 0.36 1.27
O -0.30 -0.85 -2.21
H -1.49 -0.56 -0.50
H -1.87 1.69 -1.10
H -0.65 2.85 -0.55
H 0.14 1.42 -2.87
H -1.34 2.34 -3.30
H 0.25 3.08 -2.60
H 1.68 1.68 -0.35
H 1.61 -0.10 -0.89
H 2.07 0.79 1.97
H 1.48 -0.69 1.43
H 0.29 0.65 1.72
H 0.32 -4.02 4.56
H -0.13 -3.97 6.02
O -0.43 -4.27 5.11
```

=====

Among the records above, which one has the lowest DFT total energy? number 7